[1]
A cluster of 39 separate species, F6H76O38P in total at a distorted geometry, computed with wB97M-V/def2-TZVPD.

Properties
DFT total energy = -104646.0673 eV
Net charge = -1
F_max = 0.0506 hartree/bohr
HOMO-LUMO gap = 8.5 eV

Geometry (Å):
1 P 0.2628 0.0726 0.4244
2 F 0.1733 -1.2539 -0.5617
3 F 1.3820 -0.7518 1.2736
4 F 1.4121 0.7189 -0.4725
5 F 0.4293 1.3100 1.4328
6 F -0.8512 0.9131 -0.4940
7 F -0.8156 -0.6729 1.4154
8 O 2.7006 1.4484 -3.1946
9 H 3.5204 1.9398 -3.1431
10 H 2.0290 2.1160 -3.3345
11 O -1.7346 4.9164 1.5716
12 H -2.6140 5.2593 1.4125
13 H -1.2672 5.6394 1.9900
14 O 2.1957 -1.2066 -2.4784
15 H 2.1301 -0.2613 -2.6137
16 H 2.1113 -1.3200 -1.5317
17 O 0.9553 0.8958 5.2305
18 H 0.7098 1.0591 4.3198
19 H 0.3435 1.4247 5.7425
20 O -2.2517 -1.1976 6.8413
21 H -2.1333 -0.6562 6.0609
22 H -2.7912 -1.9307 6.5452
23 O -2.0000 -4.8095 -0.0209
24 H -2.1120 -4.4152 0.8441
25 H -1.2417 -5.3859 0.0745
26 O 3.6557 -0.3141 -5.1503
27 H 4.6045 -0.3864 -5.0462
28 H 3.3863 0.3043 -4.4711
29 O 3.3591 -3.2579 -3.8550
30 H 2.7862 -2.5575 -3.5427
31 H 3.3715 -3.1516 -4.8062
32 O -0.7948 1.3847 -3.4234
33 H -0.3219 0.7447 -2.8915
34 H -0.1110 1.8422 -3.9127
35 O 1.7657 -3.6788 0.7894
36 H 2.6380 -3.3720 0.5421
37 H 1.2449 -2.8799 0.8719
38 O -1.9331 -2.7653 -2.1986
39 H -1.2890 -3.4317 -1.9594
40 H -2.3444 -2.5205 -1.3697
41 O -2.2382 -1.2647 -4.2434
42 H -1.9284 -1.7681 -3.4905
43 H -1.9831 -0.3626 -4.0503
44 O -2.2216 3.1241 -1.9139
45 H -1.5709 3.1675 -1.2132
46 H -1.8367 2.5350 -2.5627
47 O 4.5730 3.6893 0.0433
48 H 4.0495 4.0977 0.7328
49 H 4.1752 3.9938 -0.7723
50 O 3.3819 2.1656 5.4956
51 H 2.6228 1.5930 5.3854
52 H 3.9042 1.7432 6.1775
53 O 0.2050 -5.9024 1.0461
54 H 0.1284 -5.6199 1.9575
55 H 0.8958 -5.3496 0.6808
56 O 5.7029 1.3584 -0.4400
57 H 5.2847 2.2186 -0.4028
58 H 5.3025 0.8657 0.2764
59 O -3.5752 0.7171 -2.2702
60 H -2.8086 1.2248 -2.0038
61 H -3.6598 0.0401 -1.5988
62 O -0.3471 -1.8559 3.9409
63 H -0.2236 -1.3958 3.1107
64 H -0.0894 -1.2201 4.6083
65 O -3.8998 -2.0845 3.9731
66 H -4.1208 -2.4836 3.1316
67 H -4.7333 -1.7543 4.3085
68 O 5.3521 -2.3041 -2.2483
69 H 4.5697 -2.7288 -2.5999
70 H 5.2641 -1.3868 -2.5071
71 O -3.2673 -1.2174 -0.0880
72 H -2.7594 -0.5157 0.3192
73 H -3.6464 -1.6976 0.6482
74 O 5.6467 -0.8042 2.7093
75 H 5.3601 -1.7143 2.7850
76 H 4.8789 -0.3374 2.3794
77 O -3.2189 3.0253 3.3039
78 H -2.6900 3.3835 2.5910
79 H -2.7568 3.2869 4.1003
80 O -1.5860 5.6883 -2.7089
81 H -1.7134 6.3849 -2.0648
82 H -2.0948 4.9519 -2.3698
83 O 1.2222 6.0223 -0.9322
84 H 0.7431 5.1949 -0.9779
85 H 1.9462 5.9148 -1.5489
86 O 4.2719 -2.4237 0.2182
87 H 4.5804 -2.6919 -0.6474
88 H 4.9394 -2.7488 0.8222
89 O -5.1057 -2.4907 1.6827
90 H -5.6070 -3.0676 2.2589
91 H -5.3885 -2.7288 0.7997
92 O 3.6842 0.8815 1.5932
93 H 3.6336 1.7464 1.1861
94 H 2.7734 0.6452 1.7686
95 O 1.6491 -4.1642 3.7803
96 H 1.6824 -3.9902 2.8396
97 H 0.8759 -3.6891 4.0849
98 O -4.5175 1.8506 -4.5666
99 H -4.5932 2.7974 -4.4476
100 H -4.0764 1.5437 -3.7745
101 O 0.4714 3.4744 -0.6462
102 H 0.5715 2.5225 -0.6367
103 H 0.2159 3.6977 0.2488
104 O 0.7429 -0.6717 -5.8503
105 H 1.6823 -0.6932 -5.6678
106 H 0.3889 -1.4239 -5.3759
107 O -4.3570 -4.5921 -2.2994
108 H -3.7231 -3.9194 -2.0507
109 H -5.0322 -4.5477 -1.6223
110 O -2.2784 0.2120 4.5162
111 H -2.7360 -0.4810 4.0402
112 H -2.5965 1.0242 4.1220
113 O 0.6257 4.1368 -3.6965
114 H 0.1621 4.2557 -2.8675
115 H -0.0674 4.0970 -4.3555
116 O -2.2917 -3.7857 2.4915
117 H -2.3644 -3.0695 3.1224
118 H -1.9163 -4.5098 2.9926
119 O -4.5678 3.2251 -0.3163
120 H -3.8147 2.9941 -0.8601
121 H -4.7168 4.1537 -0.4947

***

[2]
The ion C2H7N2 with charge +2 at a distorted geometry, computed with wB97M-V/def2-TZVPD.

Properties
DFT total energy = -5144.2832 eV
Net charge = +2
F_max = 0.0828 hartree/bohr
HOMO-LUMO gap (alpha / beta) = 11.9 / 7.7 eV
Multiplicity = 2

Geometry (Å):
1 C -1.1099 1.0486 -0.6784
2 N 1.3592 -1.1518 0.7969
3 C 0.4009 -0.6637 -0.0326
4 N -0.3756 0.3638 0.4310
5 H -0.9378 2.1379 -0.8548
6 H -2.2437 0.7387 -0.6694
7 H -0.5119 0.8184 -1.5837
8 H 1.8630 -0.7360 1.5433
9 H 1.5558 -2.2191 0.7666
10 H 0.1154 -1.2674 -0.9566
11 H -0.1155 0.9307 1.2376

***

[3]
The molecule C8H14N2O5 at a distorted geometry, computed with wB97M-V/def2-TZVPD.

Properties
DFT total energy = -21739.7958 eV
Structure (SMILES) = C[C@H](N)C(=O)N[C@@H](CCC(=O)O)C(=O)O
F_max = 0.1208 hartree/bohr
HOMO-LUMO gap = 9.9 eV

Geometry (Å):
1 C -1.9162 -0.0394 -0.2239
2 C -1.1925 -1.3353 0.0998
3 C -1.7624 1.0418 0.7958
4 C 1.1593 -0.4794 -0.9929
5 C 1.5189 -1.1888 -2.3640
6 C 2.3421 -0.1265 -0.0700
7 C 1.8957 0.5076 1.2447
8 C 1.2592 1.8079 1.4082
9 H -3.7844 -0.0114 -1.2294
10 H -3.4932 -1.3424 -0.3156
11 H -1.5117 0.2987 -1.2027
12 H -0.7532 1.1095 1.2663
13 H -2.3809 1.9417 0.5131
14 H -2.3222 0.7504 1.7264
15 H 0.5150 -2.3445 0.0312
16 H 0.7043 0.5085 -1.3399
17 H 2.8816 0.4956 -0.7425
18 H 2.7347 -1.1031 0.1906
19 H 1.1029 -0.1458 1.6120
20 H 2.7152 0.5980 2.0234
21 H 0.3545 3.0305 2.4586
22 H -0.1801 -1.7717 -2.2645
23 N -3.2634 -0.3116 -0.3974
24 N 0.1607 -1.3596 -0.1801
25 O -1.5532 -2.3450 0.6819
26 O 2.5522 -0.8943 -2.9201
27 O 1.0813 2.6474 0.5053
28 O 0.5770 2.1020 2.5229
29 O 0.5586 -2.0407 -2.8371

***

[4]
A cluster of 11 separate species, C29H63N5O22 in total at a distorted geometry, computed with wB97M-V/def2-TZVPD.

Properties
DFT total energy = -83577.4155 eV
Structure (SMILES) = C[N+](=O)[O-].C[N+](=O)[O-].C[N+](=O)[O-].C[N+](=O)[O-].C[N+](=O)[O-].CCOC(C)=O.CCOC(C)=O.CCOC(C)=O.CCOC(C)=O.CCOC(C)=O.CCOC(C)=O
F_max = 0.0396 hartree/bohr
HOMO-LUMO gap = 10.3 eV

Geometry (Å):
1 C -14.4711 11.1616 -6.1112
2 N -14.3643 9.7842 -6.6436
3 O -13.4032 9.0862 -6.3752
4 O -15.3003 9.4106 -7.3485
5 H -15.0238 11.7659 -6.8246
6 H -13.4537 11.5267 -6.0039
7 H -15.0600 11.1270 -5.2003
8 C -10.0781 14.8671 -2.2549
9 N -10.0701 14.1801 -0.9485
10 O -9.9512 12.9844 -0.9790
11 O -10.2791 14.8358 0.0427
12 H -9.0599 14.7859 -2.6395
13 H -10.3477 15.9138 -2.1832
14 H -10.7074 14.3742 -2.9916
15 C -12.9011 17.3296 0.0400
16 N -11.9212 17.9864 -0.8594
17 O -11.9627 17.7670 -2.0567
18 O -11.0676 18.6633 -0.3308
19 H -13.8647 17.2086 -0.4535
20 H -13.1492 17.9669 0.8816
21 H -12.4845 16.3487 0.2514
22 C -14.3844 9.6080 -0.0169
23 N -12.9626 9.2011 -0.1482
24 O -12.5175 8.4662 0.6930
25 O -12.3352 9.6372 -1.0753
26 H -14.7356 9.4862 1.0000
27 H -15.0085 8.9915 -0.6590
28 H -14.3935 10.6419 -0.3490
29 C -17.5867 11.2944 -2.8927
30 N -18.4751 11.1196 -1.7224
31 O -18.0524 10.4875 -0.7790
32 O -19.5641 11.6462 -1.7644
33 H -17.2095 10.3356 -3.2341
34 H -16.7866 11.9744 -2.6069
35 H -18.1711 11.7329 -3.6928
36 O -10.9930 13.4570 -5.6665
37 C -10.7119 13.6912 -6.8124
38 O -10.0547 14.7451 -7.2313
39 C -9.4669 15.6778 -6.3072
40 C -8.2380 15.0845 -5.6798
41 C -11.3138 12.8465 -7.8978
42 H -10.2495 15.9280 -5.5868
43 H -9.2539 16.5927 -6.8533
44 H -7.3741 15.1714 -6.3394
45 H -8.3616 14.0599 -5.3347
46 H -7.9464 15.6395 -4.7806
47 H -11.6022 11.8566 -7.5485
48 H -10.6684 12.6373 -8.7514
49 H -12.2231 13.3236 -8.2700
50 O -21.9808 15.9471 0.1471
51 C -21.4230 16.2010 1.1630
52 O -22.0267 16.3862 2.3377
53 C -23.4135 16.7335 2.3078
54 C -24.3911 15.6170 2.0072
55 C -19.9204 16.3288 1.3117
56 H -23.5511 17.5248 1.5604
57 H -23.6159 17.2973 3.2168
58 H -25.2256 15.8985 1.3675
59 H -24.7091 15.1352 2.9310
60 H -23.9265 14.8441 1.3905
61 H -19.5289 16.0521 0.3356
62 H -19.6843 15.6089 2.0943
63 H -19.5872 17.3347 1.5474
64 O -13.2249 14.2864 -1.1380
65 C -13.8520 13.7811 -2.0346
66 O -15.1131 14.0283 -2.3904
67 C -15.8424 15.1049 -1.8014
68 C -17.3131 14.7998 -1.6352
69 C -13.2874 12.6616 -2.8837
70 H -15.7200 15.9556 -2.4858
71 H -15.3902 15.4938 -0.8837
72 H -17.7575 14.7317 -2.6284
73 H -17.7702 15.6517 -1.1349
74 H -17.4203 13.8848 -1.0515
75 H -13.8848 11.7575 -2.7534
76 H -12.2865 12.3733 -2.5636
77 H -13.1868 12.9587 -3.9279
78 O -20.0803 16.3982 -4.6182
79 C -20.3032 16.1769 -3.4566
80 O -20.0046 16.9490 -2.4104
81 C -19.1745 18.0885 -2.5965
82 C -18.9185 18.7375 -1.2435
83 C -20.9033 14.8549 -3.0357
84 H -19.7467 18.7877 -3.2127
85 H -18.2324 17.8283 -3.0792
86 H -18.2837 18.0440 -0.6859
87 H -19.8314 18.8885 -0.6678
88 H -18.4231 19.7023 -1.3224
89 H -20.6194 14.6270 -2.0101
90 H -20.4826 14.0337 -3.6174
91 H -21.9755 14.8288 -3.2129
92 O -15.5171 14.4964 -7.7175
93 C -15.7411 14.5747 -6.5411
94 O -14.9346 15.1068 -5.6269
95 C -13.7496 15.7967 -5.9581
96 C -12.9979 16.1999 -4.7042
97 C -16.9811 14.0815 -5.8391
98 H -13.9802 16.6760 -6.5665
99 H -13.0708 15.2472 -6.6151
100 H -12.0991 16.8094 -4.8055
101 H -12.5872 15.3032 -4.2306
102 H -13.6339 16.7141 -3.9845
103 H -16.8211 13.8788 -4.7778
104 H -17.2219 13.0937 -6.2351
105 H -17.7955 14.8048 -5.8447
106 O -16.0568 17.7167 -4.2496
107 C -16.1094 18.6982 -4.9378
108 O -15.5706 19.8548 -4.5731
109 C -14.8338 19.9131 -3.3473
110 C -15.6320 20.4120 -2.1802
111 C -16.7731 18.7434 -6.2672
112 H -14.0243 20.6110 -3.5756
113 H -14.3135 18.9691 -3.1738
114 H -15.0683 20.6526 -1.2785
115 H -16.3167 19.6580 -1.7724
116 H -16.2493 21.2514 -2.5039
117 H -17.1765 17.7759 -6.5512
118 H -16.0850 19.0425 -7.0592
119 H -17.5924 19.4635 -6.2515